[1]
A structure of composition C47H48BiBr2N8OP3 at a distorted geometry, computed with ωB97M-V/def2-TZVPD.

Computed properties:
LUMO energy, hartree: -0.20451
Electronic energy, eV: -237264.547
Energy relative to the best compared isomer or geometry (same formula, charge and spin), kJ/mol: 44.7
Molecular weight, g/mol: 1202.666
Charge: +2

Cartesian coordinates (Å):
Bi -0.2425 -0.8126 0.0575
Br -6.1721 -3.7216 -2.9623
C -4.6973 -3.0934 -2.0152
C -4.8363 -1.9081 -1.2790
C -3.6917 -1.4337 -0.6714
N -2.5043 -2.0563 -0.7447
C -2.4039 -3.2149 -1.3968
C -3.5129 -3.7834 -2.0167
C -1.0499 -3.8878 -1.3299
C -0.8342 -5.0663 -1.9903
C 0.3445 -5.7511 -1.7511
Br 0.6055 -7.4441 -2.5808
C 1.3382 -5.2655 -0.8771
C 1.0287 -4.0435 -0.3016
N -0.1066 -3.3690 -0.5361
H -5.8086 -1.4411 -1.2840
H -3.7697 -0.5814 -0.0294
H -3.4594 -4.7557 -2.5090
H -1.5709 -5.4983 -2.6785
H 2.2730 -5.7616 -0.6403
H 1.8152 -3.5484 0.2719
N -1.8554 2.3586 0.0939
P -0.4853 2.0346 1.0505
C -1.0167 2.4060 2.7341
C -2.1926 1.7844 3.1265
C -2.5252 1.7105 4.4654
C -1.6471 2.2006 5.4128
C -0.5184 2.8840 5.0177
C -0.1918 2.9906 3.6806
C 0.8278 3.0440 0.4600
C 0.6626 4.4512 0.4810
C 1.6000 5.2236 -0.1922
C 2.7248 4.6312 -0.7237
C 2.9673 3.2582 -0.6453
C 2.0264 2.4837 -0.0527
P -2.0633 1.4369 -1.2986
C -1.1398 2.2391 -2.6606
C -0.8204 3.6058 -2.7590
C 0.0149 4.0614 -3.7566
C 0.5430 3.1706 -4.6949
C 0.2018 1.8549 -4.6399
C -0.5929 1.3374 -3.6063
C -3.8295 1.6059 -1.7212
C -4.2114 1.1231 -2.9892
C -5.4963 1.3392 -3.4954
C -6.4378 1.8593 -2.6420
C -6.1119 2.2924 -1.3602
C -4.8177 2.1398 -0.8834
H -2.1636 3.3141 0.0781
H -2.7920 1.2987 2.3781
H -3.4451 1.2280 4.7852
H -1.9178 2.1320 6.4710
H 0.1327 3.3004 5.7613
H 0.7189 3.4751 3.4175
H -0.2668 4.8639 0.9428
H 1.5520 6.3270 -0.1731
H 3.4340 5.2931 -1.1020
H 3.8357 2.8258 -1.0562
H 2.1324 1.3863 -0.0818
H -1.2658 4.3496 -2.0727
H 0.2149 5.1088 -3.9117
H 1.2161 3.5081 -5.4083
H 0.6456 1.1881 -5.3407
H -0.8004 0.2839 -3.4949
H -3.4909 0.6812 -3.6217
H -5.8429 0.9961 -4.4541
H -7.4753 2.0690 -2.9602
H -6.8989 2.7096 -0.7229
H -4.5662 2.4648 0.1323
N 1.6984 -3.1875 -3.7413
C 2.3618 -1.9799 -3.4941
C 3.7302 -1.8788 -3.7192
C 4.3987 -0.6831 -3.5114
C 3.6605 0.3882 -3.0807
C 2.2920 0.2073 -2.8248
N 1.6739 -0.9371 -3.0527
H 2.2035 -3.9101 -4.2203
H 0.7748 -3.0567 -4.1206
H 4.2233 -2.7539 -4.0788
H 5.5046 -0.6152 -3.6251
H 4.0893 1.3881 -2.9852
H 1.6736 1.0078 -2.4537
C -1.8015 -2.8148 2.3068
C -1.1122 -1.5177 2.2171
O -0.8709 -0.7796 3.1389
H -1.4659 -3.2804 3.2326
H -1.5729 -3.4656 1.4738
H -2.8617 -2.6029 2.3905
C 4.3969 0.1271 4.0880
N 4.6031 -0.9776 3.1626
C 4.2683 -2.2164 3.8383
N 2.8790 -2.3217 4.3282
C 2.6259 -1.1251 5.1626
N 2.9675 0.1725 4.5318
C 2.0299 0.5127 3.4798
P 2.0420 -0.7680 2.1432
C 3.8504 -0.8229 1.8652
C 1.9200 -2.2684 3.2131
H 4.6455 1.0873 3.6197
H 5.0102 -0.0083 4.9689
H 4.9355 -2.3441 4.7281
H 4.4818 -3.0497 3.1446
H 3.2823 -1.2402 6.0231
H 1.5788 -1.1358 5.4663
H 2.2931 1.4544 3.0043
H 1.0332 0.5070 3.8549
H 4.1719 0.0808 1.3548
H 4.0905 -1.6483 1.2028
H 2.0427 -3.1238 2.5584
H 0.9352 -2.3126 3.7068

---

[2]
A structure of composition C48H50N4O2RuS at a distorted geometry, computed with ωB97M-V/def2-TZVPD.

Computed properties:
LUMO energy (alpha / beta), hartree: 0.05216 / 0.05428
Electronic energy, eV: -74059.712
Spin multiplicity: 2
Molecular weight, g/mol: 848.091
Charge: -1

Cartesian coordinates (Å):
Ru 0.2909 0.3685 -1.1862
C 4.5925 -4.0591 2.4530
C 4.4608 -2.8724 1.5375
C 3.2199 -2.3418 1.2163
C 3.1125 -1.2037 0.4285
C 4.2510 -0.5905 -0.0532
C 5.5022 -1.1150 0.2453
C 5.6017 -2.2467 1.0335
S 4.2375 0.9033 -1.0357
O 5.0523 0.6369 -2.2036
O 4.7147 1.9678 -0.1801
N 2.6778 1.0771 -1.4298
C 2.3182 2.0196 -2.3209
C 3.1501 3.0291 -2.8686
C 2.6329 3.8851 -3.8058
C 1.2931 3.7671 -4.1960
C 0.5303 2.7976 -3.5900
N 1.0159 1.9471 -2.6855
H 3.6241 -4.5218 2.6367
H 5.0050 -3.7397 3.4128
H 5.2676 -4.8070 2.0345
H 2.3161 -2.7998 1.6007
H 2.1400 -0.7900 0.2056
H 6.3800 -0.6266 -0.1585
H 6.5773 -2.6582 1.2670
H 4.1718 3.0961 -2.5277
H 3.2582 4.6521 -4.2460
H 0.8621 4.4213 -4.9399
H -0.5214 2.6771 -3.8268
C -0.8522 3.5621 -0.1195
C -2.0337 2.8815 0.5780
C -2.4501 3.7095 1.7928
C -3.1463 2.6458 -0.4164
C -4.1850 3.5605 -0.5146
C -5.2265 3.3819 -1.4091
C -5.2286 2.2749 -2.2308
C -4.2104 1.3295 -2.1786
C -4.2713 0.1615 -3.1506
C -5.4573 -0.7563 -2.8339
C -4.3639 0.6492 -4.6009
C -3.1528 1.5031 -1.2558
N -2.1330 0.5239 -1.2141
C -2.4906 -0.7005 -0.9759
C -1.6660 -1.8128 -1.2063
C -2.0030 -3.1696 -1.1046
C -0.9303 -3.8703 -1.6318
C 0.0281 -2.9178 -2.0369
N -0.4157 -1.6793 -1.7690
C 1.3280 -3.2307 -2.7512
C 1.0124 -4.0606 -4.0056
C 2.0466 -1.9528 -3.1820
C 2.2400 -4.0546 -1.8337
H -0.0684 3.7966 0.6024
H -1.1708 4.4865 -0.6084
H -0.4296 2.8978 -0.8702
H -1.6931 1.9108 0.9377
H -2.6096 4.7581 1.5308
H -1.6576 3.6670 2.5413
H -3.3606 3.3195 2.2475
H -4.1942 4.4304 0.1284
H -6.0296 4.1062 -1.4658
H -6.0461 2.1394 -2.9291
H -3.3569 -0.4227 -3.0645
H -6.3958 -0.2017 -2.8900
H -5.3707 -1.1764 -1.8315
H -5.5024 -1.5826 -3.5461
H -5.3160 1.1477 -4.7902
H -4.2837 -0.1994 -5.2828
H -3.5575 1.3480 -4.8250
H -3.5015 -0.9090 -0.6144
H -2.9246 -3.5640 -0.7033
H -0.8472 -4.9421 -1.7275
H 0.3589 -3.4985 -4.6745
H 0.5158 -4.9965 -3.7451
H 1.9371 -4.2944 -4.5382
H 1.4608 -1.4229 -3.9358
H 3.0227 -2.1914 -3.6103
H 2.2091 -1.2811 -2.3418
H 1.7024 -4.9217 -1.4451
H 2.5804 -3.4560 -0.9932
H 3.1176 -4.4041 -2.3833
C 0.2176 0.3503 0.8956
C 0.1568 0.2719 2.1442
C 0.0992 0.2037 3.5037
C -1.1438 0.5843 4.1735
C -2.3902 0.3237 3.5915
C -3.5585 0.7387 4.2038
C -3.5163 1.4503 5.3947
C -2.2875 1.7190 5.9835
C -1.1178 1.2803 5.3909
C 1.2760 -0.2183 4.2560
C 1.1534 -0.8735 5.4916
C 2.2704 -1.3212 6.1725
C 3.5413 -1.1161 5.6509
C 3.6785 -0.4641 4.4326
C 2.5647 -0.0285 3.7400
H -2.4241 -0.2290 2.6606
H -4.5146 0.5079 3.7499
H -4.4307 1.7990 5.8575
H -2.2430 2.2796 6.9092
H -0.1624 1.5059 5.8464
H 0.1656 -1.0532 5.8955
H 2.1515 -1.8425 7.1147
H 4.4139 -1.4637 6.1897
H 4.6627 -0.2909 4.0152
H 2.6747 0.4907 2.7980

---

[3]
An isolated molecule of C5H10BrClSi at a distorted geometry, computed with ωB97M-V/def2-TZVPD.

Computed properties:
LUMO energy, hartree: 0.01250
Electronic energy, eV: -95788.999
Energy relative to the best compared isomer or geometry (same formula, charge and spin), kJ/mol: 0.0
Molecular weight, g/mol: 213.578
Charge: 0

Cartesian coordinates (Å):
C 1.4835 -0.8660 -0.1788
C 0.9509 0.2955 -0.9735
C -0.7272 -0.0150 1.4708
C 1.4075 -0.7076 1.3064
C -2.1406 0.3521 -1.2561
Si -0.6928 0.9366 -0.0591
Cl -0.5946 2.9268 0.2201
Br 2.5329 0.4199 2.1774
H 0.8368 -1.7439 -0.4345
H 2.5597 -0.9983 -0.5042
H 1.6174 1.0477 -1.2422
H 0.5679 -0.0213 -2.0737
H -0.9240 -1.0626 1.2913
H -0.7769 0.3015 2.4768
H 1.2391 -1.5262 1.9749
H -1.8639 -0.2458 -2.0817
H -2.7418 -0.3121 -0.5815
H -2.7340 1.2185 -1.5323

---

[4]
A cluster of 4 separate species, C56H52Cl2IN4O7S in total at a distorted geometry, computed with ωB97M-V/def2-TZVPD.

Computed properties:
LUMO energy, hartree: -0.17506
Electronic energy, eV: -123183.325
Molecular weight, g/mol: 1122.930
Charge: +1

Cartesian coordinates (Å):
C 3.2441 -2.0306 1.5075
C 2.8283 -1.1237 0.3215
C 1.9462 -1.8441 -0.7120
N 2.7145 -2.1110 -1.9555
S 3.0832 -0.7683 -2.9391
C 2.3969 -3.3023 -2.6207
N 3.1826 -4.4430 -2.4721
C 2.8816 -5.1053 -1.1780
C 3.2800 -6.5783 -1.1686
C 2.7441 -7.2419 0.1129
C 3.4476 -6.7295 1.3678
C 3.1623 -7.5706 2.6300
N 3.2424 -6.7845 3.8833
C 4.5979 -4.2878 -2.7662
Cl 5.5384 -3.4250 -1.4872
C 4.8774 -3.7025 -4.1430
C 6.2812 -4.1335 -4.6093
N 1.2997 -3.4092 -3.3078
I 0.8091 -5.2236 -4.1948
C 0.3601 -2.3010 -3.4976
C -1.0816 -2.7637 -3.2922
O -1.8879 -2.6885 -4.1985
Cl -1.5549 -3.4460 -1.7452
H 2.9693 -3.0694 1.3474
H 4.3265 -2.0174 1.6166
H 2.8321 -1.6618 2.4403
H 2.3326 -0.2341 0.6952
H 3.7466 -0.7910 -0.1541
H 1.0788 -1.2108 -0.9023
H 1.6364 -2.7971 -0.2932
H 4.3527 -0.5453 -2.5469
H 3.2869 -4.5582 -0.3297
H 1.7928 -5.0904 -1.0688
H 2.7617 -7.0311 -2.0128
H 4.3586 -6.6821 -1.2411
H 2.8872 -8.3155 0.0087
H 1.6717 -7.0504 0.1616
H 3.1477 -5.7082 1.6046
H 4.5190 -6.7021 1.1600
H 3.9244 -8.3395 2.7153
H 2.1677 -7.9949 2.5377
H 4.0143 -6.1348 3.7734
H 2.4230 -6.1859 3.9143
H 5.0026 -5.2931 -2.7713
H 4.8870 -2.6201 -4.1156
H 4.1582 -4.1069 -4.8530
H 6.4109 -3.9770 -5.6749
H 7.0253 -3.5151 -4.1112
H 6.4996 -5.1674 -4.3555
H 0.4043 -1.9735 -4.5334
H 0.6144 -1.4471 -2.8820
C -4.3025 -0.4479 0.6131
C -3.1877 -1.1527 0.1678
C -2.2159 -1.5547 1.0656
C -2.3456 -1.2576 2.4139
C -3.4559 -0.5431 2.8630
C -4.4360 -0.1451 1.9595
C -3.5964 -0.1832 4.3062
O -4.5613 0.4330 4.7001
C -2.5092 -0.5906 5.2389
C -2.5908 -0.2177 6.5735
C -1.5959 -0.5958 7.4587
C -0.5178 -1.3548 7.0165
C -0.4278 -1.7253 5.6859
C -1.4169 -1.3392 4.7903
C -1.2890 -1.7185 3.3585
O -0.3482 -2.3791 2.9604
H -5.0644 -0.1367 -0.0884
H -3.0815 -1.3764 -0.8822
H -1.3466 -2.1009 0.7291
H -5.2978 0.4015 2.3156
H -3.4323 0.3698 6.9127
H -1.6593 -0.3007 8.4973
H 0.2544 -1.6540 7.7121
H 0.4099 -2.3118 5.3362
C 0.6121 7.4780 2.5528
C 0.1965 6.9246 1.3464
C -0.9216 6.1093 1.3056
C -1.6238 5.8359 2.4701
C -1.1953 6.3757 3.6848
C -0.0812 7.2039 3.7193
C -1.9070 6.0624 4.9546
O -1.5371 6.5326 6.0095
C -3.0797 5.1464 4.8919
C -3.7252 4.7950 6.0685
C -4.8196 3.9506 6.0298
C -5.2855 3.4624 4.8139
C -4.6462 3.8069 3.6365
C -3.5350 4.6411 3.6705
C -2.8346 4.9698 2.3993
O -3.2320 4.5386 1.3358
H 1.4809 8.1220 2.5819
H 0.7435 7.1317 0.4364
H -1.2529 5.6823 0.3704
H 0.2386 7.6274 4.6609
H -3.3625 5.1806 7.0111
H -5.3149 3.6689 6.9496
H -6.1419 2.8034 4.7909
H -4.9981 3.4255 2.6883
C -2.3576 7.1387 -7.3927
C -1.7886 7.7918 -6.3045
C -1.3258 7.0654 -5.2211
C -1.4393 5.6812 -5.2163
C -2.0289 5.0268 -6.3016
C -2.4782 5.7599 -7.3920
C -2.1981 3.5494 -6.3031
O -2.6984 2.9709 -7.2428
C -1.7356 2.7879 -5.1037
C -1.9285 1.4155 -5.0643
C -1.4957 0.6864 -3.9714
C -0.8631 1.3311 -2.9102
C -0.6706 2.7022 -2.9428
C -1.1120 3.4350 -4.0384
C -0.9207 4.9163 -4.0507
O -0.3568 5.4715 -3.1329
H -2.7113 7.7089 -8.2409
H -1.7057 8.8701 -6.3039
H -0.8785 7.5676 -4.3752
H -2.9236 5.2475 -8.2329
H -2.4193 0.9230 -5.8927
H -1.6444 -0.3809 -3.9419
H -0.5236 0.7636 -2.0502
H -0.1844 3.2099 -2.1215

---

[5]
A structure of composition C4H7NOS at a distorted geometry, computed with ωB97M-V/def2-TZVPD.

Computed properties:
LUMO energy, hartree: -0.02172
Electronic energy, eV: -18630.049
Energy relative to the best compared isomer or geometry (same formula, charge and spin), kJ/mol: 434.3
Molecular weight, g/mol: 117.173
Charge: 0

Cartesian coordinates (Å):
C 1.0278 -1.4235 -0.3071
C 1.4202 0.0408 -0.1509
C 1.6343 0.6351 1.2482
C -0.7495 0.9739 0.7294
H -1.0383 -1.2314 -0.7427
H 1.9745 -1.9008 -0.9277
H 0.8706 -1.9432 0.7638
H 1.9152 0.5328 -0.9347
H 1.3015 -0.1053 1.9931
H 2.2685 1.4379 1.6547
H -0.9633 1.7125 1.6011
N 0.5894 1.1038 0.2298
O -0.0630 -1.5146 -1.2641
S -1.8717 0.2831 -0.2513